# 1
C32H30N5O4PPdS | wB97M-V/def2-TZVPD

The geometry in XYZ format:
```
74
C32H30N5O4PPdS, DFT wB97M-V/def2-TZVPD
Pd 10.09 10.26 10.43
S 8.86 10.26 13.36
P 12.22 10.85 10.46
O 9.89 9.29 13.52
O 7.51 9.64 13.39
O 9.57 13.57 11.54
O 8.99 11.49 8.01
N 9.11 11.26 12.04
N 6.39 7.70 9.96
N 8.62 8.67 9.90
N 8.33 6.23 10.35
N 7.87 7.19 8.11
C 6.48 7.37 8.53
C 13.84 8.34 7.97
C 8.99 11.56 14.45
C 11.20 13.38 7.40
C 13.43 14.02 8.16
C 9.12 7.38 10.55
C 8.33 6.03 8.83
C 13.76 8.46 10.72
C 13.31 13.42 13.41
C 13.22 9.42 8.60
C 12.31 12.24 9.25
C 9.98 11.43 8.72
C 13.45 12.97 9.01
C 9.24 12.75 13.80
C 12.89 12.85 12.15
C 14.44 7.30 8.75
C 8.91 14.02 15.78
C 9.30 13.97 14.47
C 8.56 11.64 15.80
C 14.38 7.36 10.14
C 6.89 6.55 10.72
C 12.78 11.50 12.05
C 13.13 11.25 14.41
C 11.17 12.44 8.47
C 7.18 8.97 10.14
C 8.68 12.83 16.53
C 12.81 10.72 13.19
C 13.21 9.51 9.99
C 8.68 8.31 8.41
C 13.39 12.68 14.56
C 9.36 12.61 12.30
C 12.30 14.23 7.31
H 5.85 6.48 8.36
H 14.84 6.57 10.73
H 13.16 10.72 15.33
H 14.44 12.75 9.51
H 9.70 8.11 8.07
H 13.38 14.51 13.43
H 6.80 9.66 9.37
H 14.30 14.69 8.01
H 13.51 8.35 11.82
H 10.39 13.55 6.77
H 12.72 13.52 11.35
H 8.64 12.81 17.57
H 6.12 8.21 7.89
H 8.69 15.03 16.19
H 12.88 10.19 7.91
H 9.33 5.73 8.49
H 8.37 9.23 7.85
H 6.81 6.85 11.77
H 9.57 14.86 13.91
H 6.20 5.75 10.48
H 9.29 7.56 11.66
H 13.29 13.17 15.55
H 7.10 9.38 11.14
H 8.10 10.82 16.30
H 13.71 8.14 6.94
H 7.78 5.15 8.57
H 14.81 6.53 8.13
H 10.13 7.30 10.08
H 12.25 15.15 6.78
H 12.35 9.73 13.05
```

The calculation puts the frontier orbital gap (alpha / beta) at 0.2558 / 0.1419 Ha. Its multiplicity is 5. The calculation puts the HOMO energy (alpha / beta) at -0.464 / -0.514 Eh. The net charge is +2. For the LUMO energy (alpha / beta), the calculation gives -5.670 / -10.111 eV. As for the energy above the lowest of the compared OMol25 structures with the same formula, charge and spin: 173.5 kJ/mol. As for the total energy: -72892.1846 eV.

Löwdin population analysis, charges in e, atoms 1 to 6: 0.83 0.64 1.02 -0.31 -0.31 0.07

# 2
C9H23FN3O2P | wB97M-V/def2-TZVPD

The geometry in XYZ format:
```
39
C9H23FN3O2P, DFT wB97M-V/def2-TZVPD
P -1.13 3.44 0.34
F -0.41 2.96 2.86
O -0.75 0.25 1.17
O -0.08 4.07 -0.78
N -1.87 4.73 1.15
N -0.01 2.58 1.60
N 0.11 -0.52 0.33
C 1.10 0.53 -1.56
C 0.88 -2.61 -1.60
C -0.79 -2.75 1.10
C -0.12 -0.29 -1.10
C 1.39 -2.51 -0.15
C 0.42 -1.84 0.84
C -0.20 -1.58 -1.92
C -1.38 0.49 -1.42
C 1.19 -1.68 2.16
H 1.15 1.48 -1.01
H 0.48 -3.61 -1.79
H -0.14 1.48 1.46
H -0.17 -1.35 -2.99
H 1.59 -2.65 2.49
H 1.04 0.78 -2.63
H 0.97 2.89 1.47
H -0.47 -3.72 1.49
H 0.56 -1.30 2.96
H -1.44 0.71 -2.49
H 0.52 4.71 -0.37
H -1.73 5.64 0.71
H -1.46 -2.31 1.84
H -2.86 4.56 1.28
H -1.17 -2.05 -1.76
H 2.04 -1.00 2.04
H 1.66 -3.51 0.20
H 2.33 -1.95 -0.16
H 1.73 -2.50 -2.28
H -2.30 -0.02 -1.14
H 2.03 0.00 -1.39
H -1.38 -2.94 0.20
H -1.31 1.37 -0.85
```

The calculation puts the frontier orbital gap at 0.2144 Ha. The calculation puts the HOMO energy at -0.220 Eh. For the LUMO energy, the calculation gives -0.149 eV. As for the energy above the lowest of the compared OMol25 structures with the same formula, charge and spin: 236.8 kJ/mol. As for the total energy: -30273.1069 eV.

natural (NBO) population analysis, charges in e, atoms 1 to 6: 1.38 -0.20 -0.77 -0.95 -1.18 -0.40

What is the formula in the first record? C32H30N5O4PPdS